Entry 1:
This record from the OMol25 dataset describes a molecular structure, C25H56N2O2OsP2S. The level of theory is ωB97M-V/def2-TZVPD.

```
! RIJCOSX wB97M-V def2-TZVPD def2/J DEFGRID3
* xyz 4 5
H -0.15657 -0.58710 -3.14393
H -2.94191 -3.71496 -0.39790
C -1.52704 1.58166 -3.17872
C -0.25771 -3.33534 -1.32635
H 2.07142 -1.71415 2.25851
H -3.12064 -2.09083 0.34315
H 1.68171 4.20171 0.92317
P 0.11141 2.08451 -0.97984
H -1.57359 0.53303 -2.86392
H 1.72178 -0.71994 5.79308
H -0.15854 -2.25634 6.42106
Os -0.03441 -0.23184 -0.39907
C 1.31535 -4.87128 0.95101
H 1.44603 4.20388 -2.80940
C 2.21628 3.35034 0.47861
H -2.48637 -3.04840 3.09506
O -2.64612 0.39530 1.08497
C -1.69896 0.12580 0.44529
C 1.05880 -3.45685 -2.13146
C -1.04044 3.50152 1.14770
C -1.48629 -3.25825 1.19880
H 0.68429 -5.18085 1.79860
S 1.10351 0.50764 2.04288
H 0.32800 -1.23908 3.93204
C 0.37435 0.71488 3.62142
H 0.75823 0.67350 6.14901
H -1.14707 -2.60002 -3.09590
H -2.14287 2.58503 -0.45175
H 1.59152 0.97264 -3.11481
H 1.71695 -2.57452 -2.06485
H -1.97954 3.89597 1.56822
H -1.24385 -4.32900 1.24518
H -1.60596 -1.60493 2.59114
C 1.95914 -2.81124 2.28107
H -1.19508 -0.83384 6.77048
N 0.10655 1.93270 4.09216
H 1.71538 2.60854 -3.78022
C -1.56522 -2.70165 2.61100
H 0.29429 -1.14396 7.74203
C -1.49316 4.52190 -1.09812
H 3.28192 3.62756 0.42502
C 1.83580 -0.37464 -0.75898
H -1.76833 2.64573 4.60324
H 2.30608 -5.33185 1.08812
H -0.66115 5.22794 -1.00071
C 1.72573 3.02377 -0.92962
C -0.36068 3.20908 6.13611
H -0.26641 4.26426 1.32012
H 2.26141 -3.06903 0.18425
H 0.83650 -3.55775 -3.20613
H 0.60429 2.89772 6.54433
H 1.27027 -3.09440 3.09206
C -1.23686 3.20772 -0.34059
H -1.06547 3.31278 6.96169
H -1.68124 1.62715 -4.26544
O 2.99989 -0.42754 -0.93133
C 0.68464 -0.35927 5.80153
H -1.21523 1.28001 5.59294
C 1.81092 4.29968 -1.78548
H -0.69538 -4.34364 -1.17137
C -0.90463 2.22273 5.13278
C -0.20335 2.23780 -2.80963
H -3.62014 -3.54927 1.20539
H 1.29624 5.14689 -1.31884
H 1.65888 -4.30898 -1.79338
H 0.56945 -0.81253 -2.97301
H 2.41805 2.27735 -1.36335
H -2.29624 -2.51067 -1.73281
P -0.02695 -2.48837 0.29704
H 2.13220 2.47920 1.14174
H -0.72932 -3.02466 3.23663
H -1.72054 4.38928 -2.16115
H -2.37121 5.01690 -0.65733
H -0.98720 -1.31946 -1.72797
C 1.01145 1.77241 -3.62085
H -2.37202 2.08094 -2.69105
H 0.88629 -5.25851 0.01608
H 0.39260 2.69514 3.47844
C 1.48984 -3.34284 0.92627
H -0.78061 2.59465 1.70982
H 2.86763 4.59368 -1.86907
H -0.30729 3.31721 -2.97837
H -0.22390 4.19577 5.68651
C -2.85646 -3.13908 0.52925
N 0.15047 -0.36242 4.42300
C -1.25327 -2.40446 -2.02022
C -0.15605 -1.20233 6.73770
H 2.94428 -3.24591 2.51806
H 0.68905 1.41672 -4.61506
*
```

Results
- orbital gap (spin up / spin down) (eV) = 8.15 / 3.73
- energy relative to the best compared isomer or geometry (same formula, charge and spin) (kcal per mole) = 29.7
- HOMO (spin up / spin down) (eV) = -21.41 / -21.09
- molar mass (g/mol) = 700.98

=====

Entry 2:
This record from the OMol25 dataset describes 3 unconnected molecules or ions with the total composition C25H56N2O3P. The level of theory is ωB97M-V/def2-TZVPD.

```
! RIJCOSX wB97M-V def2-TZVPD def2/J DEFGRID3
* xyz 1 1
O 7.40494 -5.26284 -6.57784
H 7.87371 -7.72162 -12.97723
C 13.69607 -1.06446 -10.36917
C 13.77671 -5.46917 -11.44636
H 9.72688 -3.21478 -13.27238
H 14.14827 -7.44226 -10.91473
H 3.85943 -11.63264 -5.72376
H 9.72139 -3.24782 -15.72543
H 16.38551 -6.31875 -10.75934
H 8.50583 -9.02754 -10.88521
C 4.06298 -11.93843 -6.74999
H 14.86239 -4.05574 -8.50317
H 14.98116 1.24295 -10.00752
H 13.58085 0.85517 -8.31635
C 13.05083 1.15314 -9.22100
C 10.66219 -3.30455 -15.17793
C 7.48726 -8.93895 -11.26307
H 4.55286 -12.91126 -6.70860
H 12.58266 -3.71862 -6.35198
H 12.27778 1.89711 -9.02861
H 12.71936 -5.65508 -11.63495
H 4.47935 -9.94508 -7.18537
H 12.46729 -3.06766 -13.43852
H 5.05666 -10.96636 -12.18871
O 8.94455 -6.31842 -7.61518
H 6.12062 -9.73301 -14.07909
H 14.20867 -3.72787 -5.78896
H 12.90529 -5.93602 -5.71273
C 12.56731 -0.04708 -9.98445
H 10.77578 -3.50448 -11.22451
H 7.95310 -11.72894 -10.29165
C 11.69933 -2.44040 -12.98589
H 14.47529 2.77285 -9.46945
H 12.97366 -5.99416 -7.40804
C 14.12332 1.91455 -10.04175
H 12.06701 0.19308 -10.92261
C 14.24873 -6.49693 -10.38148
C 7.35062 -11.41700 -11.14476
C 12.83538 -3.35273 -8.80178
H 15.95573 -5.50313 -9.28207
C 10.43110 -2.62810 -13.86228
H 4.78150 -9.34861 -11.41483
H 11.12518 -4.29086 -15.20842
N 8.20563 -5.40351 -7.50003
C 13.54666 -5.65089 -6.54667
H 16.02431 -7.22423 -9.26814
O 8.24007 -4.46683 -8.24038
H 14.47374 -3.59387 -12.31952
C 6.08745 -9.17933 -13.14076
H 6.98883 -9.91216 -8.73618
H 14.09316 -0.86222 -11.36391
C 6.11749 -9.99956 -9.38520
C 5.06245 -11.01132 -8.90088
H 6.93531 -8.09969 -10.83989
C 7.50614 -8.72851 -12.77930
H 14.45886 -1.25985 -9.61546
C 11.42732 -2.66617 -11.47114
H 4.17587 -11.12204 -9.52522
C 4.91057 -10.92149 -7.40624
H 14.54636 -6.08437 -6.51882
H 8.18738 -9.42895 -13.26239
H 12.11518 -1.43468 -13.04676
C 13.57298 -4.10756 -6.58886
H 10.75312 -1.91718 -11.05572
C 5.48113 -9.99142 -11.94907
H 15.12027 -3.76717 -10.84494
H 13.45777 -6.51143 -9.63164
H 12.24385 -4.26391 -8.89090
H 14.50202 -2.53406 -7.71873
C 14.16423 -3.94808 -11.33623
H 3.17956 -12.20229 -7.33141
H 7.86287 -11.43919 -12.10664
P 12.97054 -2.74097 -10.55654
H 14.06742 -5.80615 -12.44136
H 13.75150 2.20777 -11.02352
H 11.76608 -0.40815 -9.33966
H 5.38840 -8.40889 -13.46612
C 14.09978 -3.52395 -7.93422
H 10.01119 -1.65582 -14.12007
C 15.73021 -6.37901 -9.89041
H 6.55087 -12.15587 -11.19565
H 5.50921 -11.99945 -9.01084
H 11.41317 -2.70483 -15.69219
N 6.60245 -10.10490 -10.87004
H 5.74190 -9.00271 -9.15430
H 5.89612 -10.98279 -6.94468
H 12.17432 -2.73076 -8.19826
*
```

Results
- orbital gap (eV) = 6.04
- HOMO (eV) = -8.10
- molar mass (g/mol) = 463.71

=====

Entry 3:
This record from the OMol25 dataset describes 4 unconnected molecules or ions with the total composition C25H56N4O6S2. The level of theory is ωB97M-V/def2-TZVPD.

```
! RIJCOSX wB97M-V def2-TZVPD def2/J DEFGRID3
* xyz -2 1
H -0.89278 -2.49518 -2.13035
C -1.11220 -1.43801 -2.32535
C 1.31302 -1.27498 4.46618
H 1.50567 1.15197 1.97656
C -2.60310 -0.55957 4.09951
H -1.91075 -1.04918 3.41887
N -3.56120 -0.31880 1.85661
H -3.16154 5.09515 -0.41756
C -2.28533 4.61033 -0.88110
O -1.14179 4.81260 -0.07099
O 4.55634 -2.43677 -2.00753
N -0.86173 4.49295 -2.91311
H 2.43860 1.27058 3.46340
H 4.99888 -3.06235 -6.14848
H 0.79343 -1.06728 2.41244
H -3.55100 0.57392 -0.07818
H 3.34874 -3.93389 -2.77455
H -0.85372 3.46286 -2.84555
H -0.22867 -3.68495 -0.20460
C -2.47693 -1.03828 -1.69721
H -0.47706 6.77169 -0.22658
H 1.00875 -5.03669 1.07404
C -4.06775 0.64742 0.87137
H 5.71555 -4.04341 -4.86608
C 1.58955 -0.70277 3.06879
O 2.40431 -1.19501 5.37805
H -6.15212 0.87188 1.50799
O -0.65844 1.55999 -0.92409
C 5.33183 -1.97503 -4.31343
H -4.66064 -0.10309 3.67943
H 0.14399 -2.92594 1.35871
C -2.10573 5.01661 -2.34954
C 0.01811 -0.53647 -1.87564
H 0.99629 -0.03111 -0.04548
C -1.00901 6.10420 0.46139
H -2.28025 -0.35528 -0.88065
H 3.54091 -3.89798 -1.02543
H -0.41376 6.02618 1.37406
C -3.32168 -2.19847 -1.12497
H -1.98196 6.54343 0.71682
C -2.17217 6.52722 -2.57788
H -5.90278 -0.29874 0.19310
H -3.02865 6.97087 -2.05917
H -2.27894 6.74128 -3.64319
H -4.38241 -1.94698 -1.14723
H 4.88027 -4.49924 -2.03079
C 0.56274 -3.26092 0.41228
H -0.53261 -0.92514 0.15780
H -2.01576 0.15890 4.66262
H 4.49484 -0.12929 -4.06977
H 1.10561 -2.34321 4.35878
H 6.23245 -1.55149 -4.77473
H 0.41740 -0.81916 4.90899
H 0.66742 1.20976 3.52568
H -3.01297 -1.34472 4.72769
H 3.43739 -1.32110 -3.94958
H -5.78856 1.40831 -0.12327
C 1.55061 0.81963 3.01351
C -5.57397 0.64159 0.61980
C 4.98928 -3.25224 -5.07409
C 0.40027 -0.84560 -0.43096
H -2.93457 4.56726 -2.90625
H 1.49036 -2.51826 -1.32121
H -3.08215 -0.58325 -2.48153
C 1.23878 -2.14313 -0.33444
O 1.51837 -4.33151 0.67202
H -3.81399 1.62760 1.26292
H 3.12156 0.75027 5.46720
H 1.54781 0.47775 6.26798
H -2.46591 3.53276 -0.87404
S -2.89522 -2.60503 0.61671
H -1.26695 7.03212 -2.23811
C -3.68986 0.12518 3.23717
C -0.44479 0.90344 -2.00269
H 3.99666 -3.62213 -4.82157
H -1.17209 -1.34967 -3.41003
H 3.59991 -0.96698 3.18849
N 4.24200 -1.01514 -4.49749
H 2.16767 -1.92065 0.18929
H -0.10753 4.77627 -2.29406
H -3.18474 -3.12076 -1.68083
H -3.51084 1.19092 3.30510
C 4.06774 -3.76387 -1.96922
H 3.04696 -0.14351 6.98965
H 6.40030 -3.03609 -2.72106
O -0.64483 1.39597 -3.16525
S -5.27589 -2.36823 2.36507
H 2.84435 -2.18305 2.45920
N 2.86421 -1.16690 2.51538
C 2.52632 0.03975 6.04693
C -3.98188 -1.64135 1.65442
C 5.66908 -2.21887 -2.83214
H 6.14489 -1.31191 -2.44499
*
```

Results
- orbital gap (eV) = 2.59
- HOMO (eV) = 1.50
- molar mass (g/mol) = 572.88